# 1
Computed, not measured: a structure of composition C38H49GeHfN5O8Si, with wB97M-V/def2-TZVPD.

Each line ends with the Löwdin charge.
Positions of all 103 atoms, in Å:
Hf 0.432 -0.281 -0.312  1.902
O 1.427 0.205 1.768  -0.144
C 2.783 -0.252 1.891  -0.163
C 3.473 0.067 0.586  -0.159
N 2.825 -0.560 -0.584  -0.197
C 3.127 -2.005 -0.625  -0.075
C 2.119 -2.811 0.188  -0.628
O 2.318 -3.988 0.410  0.072
O 1.103 -2.120 0.594  -0.167
C 3.208 0.095 -1.852  -0.066
C 2.029 0.166 -2.830  -0.611
O 2.212 0.137 -4.026  0.082
O 0.876 0.319 -2.244  -0.177
H 0.840 -0.329 2.330  0.096
H 2.799 -1.314 2.134  0.128
H 3.274 0.303 2.693  0.133
H 4.529 -0.220 0.644  0.145
H 3.413 1.136 0.449  0.047
H 4.140 -2.201 -0.264  0.141
H 3.067 -2.350 -1.655  0.113
H 4.056 -0.400 -2.328  0.141
H 3.488 1.128 -1.651  0.093
C -3.348 0.601 0.339  -0.021
C -2.415 1.672 -0.140  -0.287
C -2.945 2.890 -0.484  -0.057
C -2.086 3.902 -0.930  -0.058
C -0.741 3.705 -0.929  -0.053
C -0.203 2.467 -0.455  -0.449
N -1.074 1.442 -0.191  0.028
N 1.084 2.167 -0.262  -0.077
Si 2.205 3.489 -0.532  0.437
C 2.385 3.868 -2.365  -0.153
C 3.976 3.254 0.080  -0.193
C 1.668 5.020 0.439  -0.170
H -3.088 0.298 1.353  0.089
H -3.316 -0.278 -0.297  0.044
H -4.367 0.983 0.341  0.083
H -4.012 3.045 -0.424  0.102
H -2.492 4.848 -1.270  0.111
H -0.084 4.486 -1.275  0.069
H 2.720 2.989 -2.922  0.024
H 3.126 4.657 -2.517  0.035
H 1.452 4.193 -2.827  0.028
H 4.611 2.557 -0.467  0.024
H 4.033 3.026 1.147  0.038
H 4.419 4.246 -0.051  0.039
H 1.462 5.873 -0.212  0.035
H 2.464 5.321 1.124  0.025
H 0.772 4.834 1.031  0.032
O -0.915 -0.855 1.599  -0.072
C -1.454 -1.706 0.848  -0.652
O -1.380 -1.535 -0.415  -0.132
C -2.127 -2.921 1.404  -0.133
C -1.871 -4.179 0.563  -0.223
Ge -3.188 -4.574 -0.838  1.035
C -4.037 -6.280 -0.389  -0.276
C -4.303 -6.619 0.938  -0.119
C -4.949 -7.805 1.260  -0.090
C -5.339 -8.676 0.252  -0.093
C -5.081 -8.356 -1.073  -0.086
C -4.436 -7.167 -1.388  -0.098
C -2.391 -4.826 -2.607  -0.264
C -2.996 -4.339 -3.765  -0.115
C -2.488 -4.645 -5.021  -0.097
C -1.374 -5.465 -5.139  -0.102
C -0.765 -5.965 -3.995  -0.110
C -1.263 -5.635 -2.741  -0.105
C -4.616 -3.246 -0.966  -0.259
C -5.879 -3.508 -0.435  -0.094
C -6.908 -2.582 -0.553  -0.083
C -6.691 -1.383 -1.217  -0.086
C -5.443 -1.111 -1.758  -0.093
C -4.415 -2.034 -1.628  -0.136
H -3.195 -2.683 1.473  0.120
H -1.764 -3.044 2.424  0.126
H -1.873 -5.046 1.226  0.067
H -0.873 -4.135 0.122  0.069
H -4.003 -5.953 1.740  0.098
H -5.146 -8.050 2.296  0.101
H -5.840 -9.603 0.500  0.100
H -5.379 -9.034 -1.863  0.101
H -4.237 -6.932 -2.428  0.098
H -3.882 -3.720 -3.691  0.096
H -2.974 -4.260 -5.909  0.105
H -0.992 -5.727 -6.119  0.101
H 0.093 -6.622 -4.079  0.104
H -0.773 -6.036 -1.859  0.111
H -6.069 -4.449 0.068  0.094
H -7.881 -2.801 -0.132  0.102
H -7.495 -0.664 -1.315  0.102
H -5.265 -0.175 -2.275  0.109
H -3.438 -1.805 -2.043  0.079
C -1.227 -1.372 -3.949  -0.043
N -0.157 -2.343 -4.081  0.067
C 0.669 -2.698 -3.084  -0.561
N 1.633 -3.632 -3.397  0.188
O 0.624 -2.256 -1.930  -0.042
H -2.083 -1.712 -4.533  0.079
H -0.913 -0.383 -4.274  0.088
H -1.520 -1.324 -2.903  0.060
H 0.084 -2.652 -5.007  0.143
H 1.414 -4.271 -4.145  0.085
H 1.999 -4.092 -2.575  0.105

## Properties
relative energy (zero: lowest compared OMol25 entry of this formula, charge and spin) = 0.0 kcal/mol
HOMO energy = -7.5 eV
E_tot = -4767.9500 Ha
lowest unoccupied orbital energy = 0.6 eV
2S+1 = 1
total charge = 0

# 2
Computed, not measured: a structure of composition C13H25N3SSb2Sc in a non-equilibrium geometry, with wB97M-V/def2-TZVPD.

Each line ends with the natural charge from an NBO analysis.
Positions of all 45 atoms, in Å:
Sc -2.057 0.681 -0.574  1.628
C 0.996 0.767 -1.200  -0.965
Sb 0.390 1.857 0.588  0.863
C 2.070 3.204 0.515  -0.852
C 0.999 0.277 2.042  -0.651
C 1.989 -0.681 1.504  -0.078
C 3.305 -0.237 1.327  -0.204
C 4.296 -1.081 0.871  -0.173
C 3.985 -2.404 0.556  -0.159
C 2.685 -2.857 0.699  -0.185
C 1.677 -2.029 1.192  -0.080
C 0.350 -2.635 1.463  -0.655
Sb -1.144 -2.354 -0.123  0.846
C -2.608 -3.816 0.409  -0.924
C -0.206 -3.371 -1.757  -0.921
H 1.941 0.257 -1.016  0.294
H 1.140 1.472 -2.017  0.267
H 0.228 0.019 -1.510  0.173
H 2.928 2.666 0.107  0.267
H 2.284 3.568 1.519  0.269
H 1.831 4.052 -0.127  0.265
H 0.069 -0.194 2.367  0.227
H 1.423 0.835 2.876  0.273
H 3.544 0.781 1.605  0.215
H 5.309 -0.725 0.773  0.250
H 4.755 -3.077 0.216  0.252
H 2.458 -3.891 0.480  0.228
H -0.101 -2.293 2.394  0.247
H 0.433 -3.721 1.500  0.267
H -2.084 -4.770 0.485  0.266
H -3.361 -3.878 -0.374  0.259
H -3.077 -3.577 1.362  0.256
H -0.091 -4.409 -1.444  0.266
H 0.769 -2.942 -1.984  0.257
H -0.846 -3.329 -2.636  0.259
N -3.764 2.645 0.230  -0.706
N -3.789 3.794 -0.605  -0.418
C -3.257 3.805 -1.846  0.367
N -3.487 4.815 -2.654  -0.693
S -2.230 2.538 -2.382  -0.266
H -4.737 2.295 0.318  0.416
H -3.479 2.945 1.177  0.418
H -4.422 4.548 -0.339  0.430
H -4.049 5.621 -2.412  0.446
H -3.063 4.827 -3.574  0.459

## Properties
HOMO energy = -16.4 eV
E_tot = -2312.9779 Ha
lowest unoccupied orbital energy = -11.4 eV
2S+1 = 1
total charge = +3

# 3
Computed, not measured: the molecule C6H10N2O2 in a non-equilibrium geometry, with wB97M-V/def2-TZVPD.

Each line ends with the natural charge from an NBO analysis.
Positions of all 20 atoms, in Å:
C -1.615 1.126 -0.439  0.742
C 0.877 0.999 -0.071  0.502
C -1.512 -1.190 0.831  -0.027
C 1.056 -0.176 -0.871  -0.754
C 1.930 1.549 0.797  -0.689
C -0.844 -2.412 0.210  -0.683
N -0.294 1.611 -0.082  -0.530
N -1.752 -0.204 -0.214  -0.257
O -2.374 1.972 -0.810  -0.590
O -2.811 -0.878 0.349  -0.356
H 1.990 -0.224 -1.393  0.261
H 0.072 -0.417 -1.412  0.284
H 1.091 -1.058 -0.165  0.301
H 2.458 0.618 1.256  0.259
H 1.593 2.107 1.634  0.252
H 2.679 1.996 0.189  0.253
H -0.747 -2.256 -0.906  0.166
H -1.329 -3.299 0.314  0.222
H 0.047 -2.468 0.677  0.191
H -0.513 2.605 0.108  0.453

## Properties
relative energy (zero: lowest compared OMol25 entry of this formula, charge and spin) = 182.3 kcal/mol
HOMO energy (alpha / beta) = -6.4 / -6.4 eV
E_tot = -494.3532 Ha
lowest unoccupied orbital energy (alpha / beta) = -1.1 / -1.1 eV
2S+1 = 1
total charge = 0

# 4
Computed, not measured: a cluster of 16 separate species, C64H96O48 in total in a non-equilibrium geometry, with wB97M-V/def2-TZVPD.

Each line ends with the Löwdin charge.
Positions of all 208 atoms, in Å:
C 3.631 7.030 -2.746  -0.006
C 3.052 8.417 -2.403  -0.297
C 4.021 9.384 -1.673  -0.084
O 4.274 10.398 -2.603  0.126
C 3.533 10.241 -3.647  -0.605
O 3.496 11.022 -4.566  0.147
O 2.803 9.118 -3.606  0.103
H 4.396 6.778 -2.012  0.074
H 4.230 6.902 -3.647  0.094
H 2.837 6.283 -2.732  0.046
H 2.192 8.177 -1.777  0.144
H 4.850 8.763 -1.332  0.131
H 3.317 9.590 -0.867  0.134
C -5.672 -1.376 -3.609  0.005
C -4.123 -1.619 -3.544  -0.317
C -3.563 -2.728 -4.331  -0.116
O -2.396 -2.172 -4.920  0.068
C -2.355 -0.848 -4.746  -0.489
O -1.456 -0.147 -5.167  0.132
O -3.541 -0.430 -4.105  0.049
H -6.224 -2.098 -4.210  0.072
H -5.882 -0.439 -4.123  0.080
H -6.029 -1.423 -2.580  0.077
H -3.951 -1.776 -2.480  0.131
H -4.286 -3.279 -4.932  0.139
H -3.267 -3.471 -3.591  0.109
C -4.323 -5.050 2.156  -0.035
C -4.114 -6.432 2.654  -0.357
C -4.861 -6.935 3.774  -0.171
O -5.516 -8.082 3.452  0.119
C -5.380 -8.294 2.133  -0.456
O -5.721 -9.320 1.542  0.122
O -4.610 -7.257 1.620  0.052
H -4.133 -4.338 2.960  0.084
H -5.319 -4.798 1.791  0.096
H -3.755 -4.765 1.270  0.071
H -3.044 -6.637 2.695  0.154
H -5.555 -6.205 4.192  0.148
H -4.128 -6.979 4.579  0.147
C 5.242 -0.788 3.180  -0.010
C 4.540 -0.487 4.532  -0.216
C 5.303 0.667 5.313  -0.032
O 4.665 1.897 4.848  0.068
C 3.575 1.602 4.145  -0.555
O 2.817 2.424 3.657  0.118
O 3.346 0.262 4.252  0.030
H 5.501 0.051 2.534  0.067
H 4.535 -1.203 2.462  0.086
H 6.155 -1.373 3.290  0.093
H 4.198 -1.341 5.116  0.157
H 6.337 0.696 4.971  0.113
H 5.506 0.721 6.383  0.133
C -1.928 -7.814 -2.038  -0.001
C -1.799 -6.550 -1.225  -0.261
C -0.414 -6.201 -0.783  -0.054
O -0.210 -4.843 -1.191  0.094
C -1.088 -4.514 -2.088  -0.549
O -1.089 -3.446 -2.739  0.083
O -1.956 -5.512 -2.193  0.067
H -2.703 -7.762 -2.803  0.083
H -2.249 -8.725 -1.532  0.092
H -1.050 -8.088 -2.624  0.075
H -2.658 -6.419 -0.567  0.150
H 0.519 -6.734 -0.969  0.153
H -0.323 -6.107 0.300  0.124
C 7.347 1.815 0.643  0.005
C 7.886 1.200 1.881  -0.464
C 9.393 0.936 1.803  -0.059
O 9.958 1.663 2.916  0.080
C 8.963 2.436 3.419  -0.474
O 9.116 3.249 4.316  0.148
O 7.786 2.088 2.807  0.062
H 6.288 1.973 0.847  0.084
H 7.427 1.150 -0.216  0.099
H 7.740 2.827 0.546  0.119
H 7.494 0.306 2.367  0.127
H 9.912 1.341 0.934  0.139
H 9.461 -0.150 1.869  0.132
C 4.252 -0.957 -2.012  -0.025
C 4.166 0.264 -2.842  -0.330
C 3.335 1.386 -2.230  -0.097
O 4.235 2.407 -1.854  0.086
C 5.469 2.135 -2.304  -0.571
O 6.426 2.742 -2.122  0.203
O 5.467 0.825 -2.766  0.058
H 3.436 -1.663 -2.164  0.095
H 4.612 -0.714 -1.012  0.098
H 5.128 -1.496 -2.374  0.090
H 3.782 0.078 -3.845  0.155
H 2.910 1.008 -1.300  0.107
H 2.460 1.691 -2.804  0.118
C 0.385 3.274 -4.366  0.002
C -0.453 4.022 -3.346  -0.288
C 0.292 5.122 -2.596  -0.102
O -0.525 6.240 -2.948  0.049
C -1.523 6.042 -3.879  -0.482
O -2.224 6.907 -4.419  0.123
O -1.538 4.707 -4.044  0.057
H 1.416 3.175 -4.025  0.061
H 0.569 3.772 -5.319  0.104
H -0.126 2.312 -4.362  0.080
H -0.927 3.422 -2.569  0.142
H 1.327 5.056 -2.933  0.097
H 0.420 4.794 -1.564  0.116
C -4.286 6.060 3.436  -0.011
C -4.036 4.665 3.919  -0.405
C -5.346 3.842 3.904  -0.047
O -4.861 2.681 3.202  0.082
C -3.585 2.845 2.819  -0.554
O -2.994 1.929 2.305  0.130
O -3.049 3.991 3.277  0.103
H -5.121 6.497 3.984  0.094
H -4.521 5.971 2.375  0.099
H -3.523 6.799 3.680  0.090
H -3.707 4.683 4.958  0.140
H -6.056 4.415 3.308  0.128
H -5.753 3.735 4.910  0.138
C -6.345 -7.870 -1.869  -0.020
C -5.763 -6.560 -2.176  -0.321
C -6.793 -5.678 -2.788  -0.099
O -6.266 -4.463 -2.389  0.071
C -5.703 -4.588 -1.214  -0.591
O -5.141 -3.710 -0.602  0.131
O -5.489 -5.861 -0.961  0.100
H -6.527 -8.543 -2.707  0.097
H -7.374 -7.824 -1.514  0.100
H -5.706 -8.520 -1.271  0.089
H -4.833 -6.576 -2.745  0.159
H -7.844 -5.677 -2.498  0.155
H -6.676 -5.673 -3.871  0.151
C -1.707 2.510 5.807  -0.007
C -0.920 1.387 5.040  -0.235
C 0.548 1.216 5.708  -0.038
O 0.589 -0.223 5.833  0.032
C -0.614 -0.825 5.504  -0.508
O -0.900 -2.003 5.680  0.112
O -1.531 0.114 5.277  0.098
H -2.796 2.496 5.759  0.074
H -1.525 3.433 5.256  0.078
H -1.518 2.555 6.880  0.085
H -0.641 1.705 4.036  0.141
H 0.548 1.574 6.738  0.133
H 1.199 1.613 4.930  0.095
C 1.754 -4.489 -6.696  -0.048
C 1.199 -5.097 -5.457  -0.345
C -0.344 -5.118 -5.555  -0.050
O -0.528 -6.466 -5.083  0.042
C 0.643 -7.123 -4.801  -0.576
O 0.658 -8.274 -4.561  0.175
O 1.662 -6.377 -5.184  0.134
H 1.700 -3.428 -6.937  0.099
H 1.396 -4.928 -7.628  0.083
H 2.766 -4.843 -6.894  0.089
H 1.624 -4.392 -4.743  0.153
H -0.690 -5.136 -6.589  0.132
H -0.778 -4.246 -5.066  0.111
C -1.530 -0.951 -0.638  0.019
C -0.639 -0.180 0.353  -0.296
C 0.806 -0.503 0.448  -0.131
O 1.501 0.693 0.367  0.081
C 0.581 1.638 0.043  -0.567
O 0.902 2.787 -0.154  0.137
O -0.597 1.134 -0.160  0.108
H -1.689 -2.023 -0.517  0.076
H -1.041 -1.070 -1.605  0.080
H -2.433 -0.366 -0.812  0.086
H -1.045 -0.019 1.351  0.150
H 1.000 -1.267 -0.306  0.141
H 0.877 -1.128 1.338  0.123
C 3.557 6.331 1.810  -0.019
C 4.311 5.872 2.992  -0.293
C 5.348 4.716 2.666  -0.113
O 6.441 5.533 2.464  0.039
C 6.353 6.609 3.373  -0.466
O 7.301 7.409 3.797  0.044
O 5.140 6.854 3.657  0.123
H 2.677 6.919 2.071  0.093
H 3.309 5.633 1.010  0.093
H 4.363 6.949 1.415  0.094
H 3.616 5.519 3.753  0.146
H 4.944 4.295 1.745  0.127
H 5.487 3.966 3.444  0.120
C -4.766 2.833 -3.385  -0.029
C -4.824 2.516 -1.948  -0.260
C -4.154 3.395 -0.849  -0.079
O -5.161 4.033 -0.103  0.048
C -6.399 3.666 -0.545  -0.529
O -7.455 4.055 -0.120  0.144
O -6.226 2.819 -1.588  0.053
H -5.556 2.497 -4.057  0.099
H -3.929 2.420 -3.949  0.080
H -4.521 3.893 -3.445  0.090
H -4.724 1.439 -1.815  0.139
H -3.600 4.147 -1.411  0.132
H -3.601 2.711 -0.205  0.121
C -1.563 -3.725 2.882  -0.008
C -0.087 -3.398 3.296  -0.261
C 0.599 -4.346 4.251  -0.121
O 1.831 -4.582 3.656  0.062
C 1.802 -4.178 2.331  -0.555
O 2.711 -4.359 1.550  0.130
O 0.755 -3.429 2.090  0.064
H -1.482 -4.454 2.076  0.075
H -2.216 -2.954 2.472  0.085
H -1.999 -3.998 3.843  0.087
H 0.019 -2.361 3.616  0.122
H 0.009 -5.262 4.242  0.135
H 0.762 -3.937 5.248  0.139

## Properties
relative energy (zero: lowest compared OMol25 entry of this formula, charge and spin) = 194.6 kcal/mol
HOMO energy = -10.1 eV
E_tot = -6107.6732 Ha
lowest unoccupied orbital energy = -0.2 eV
2S+1 = 1
total charge = 0